Density functional theory data (wB97M-V/def2-TZVPD) for one molecule with the formula C10H15NO2 in a non-equilibrium geometry.

Properties
* E_tot: -16191.538 eV
* E_HOMO: -8.0 eV
* net charge: 0

Geometry as XYZ:
```
28
Properties=species:S:1:pos:R:3:lowdin_charge:R:1
C -0.84839 0.63384 1.22713 -0.246
C -0.97286 0.59974 -0.22925 -0.235
C -0.34642 -0.38288 1.86193 -0.049
C -0.12879 -0.05576 -1.01408 -0.195
C 1.07674 -0.79203 -0.62285 -0.203
C -0.97311 2.04394 1.82976 -0.006
C -2.17136 1.38131 -0.74827 -0.040
C -0.00096 -1.48670 2.49465 0.022
C -0.36286 0.23728 -2.49829 -0.024
C 1.08271 -2.30779 -0.84369 -0.008
N 2.14814 -0.24404 -0.07617 -0.307
O 1.97618 0.92716 0.37947 -0.044
O 3.31383 -0.92585 -0.08763 0.079
H -0.35811 1.86777 2.66317 0.069
H -1.92634 2.30341 2.13404 0.059
H -0.40037 2.60336 1.16254 0.078
H -2.89029 0.69592 -1.32292 0.117
H -1.76620 2.27050 -1.29904 0.105
H -2.66535 1.85532 0.10857 0.065
H -0.81236 -2.20488 2.79210 0.081
H 0.97458 -1.81608 2.62710 0.029
H 3.80575 -0.20795 0.43736 0.167
H -1.41698 0.22911 -2.59403 0.040
H 0.16564 -0.46253 -3.16010 0.087
H 0.01750 1.27071 -2.65808 0.105
H 1.08268 -2.74884 0.18102 0.080
H 2.09851 -2.61492 -1.20661 0.083
H 0.29849 -2.66913 -1.53784 0.092
```

Density functional theory data (wB97M-V/def2-TZVPD) for one molecule with the formula C10H15NS in a non-equilibrium geometry.

Properties
* E_tot: -22928.869 eV
* E_HOMO (spin up / spin down): -4.8 / -7.2 eV
* net charge: 0
* spin multiplicity: 3
* ⟨S²⟩: 2.018

Geometry as XYZ:
```
27
Properties=species:S:1:pos:R:3:lowdin_spin:R:1
C 2.94065 -0.29348 -0.80163 0.000
C 0.95676 -1.50323 -0.79803 -0.001
C 2.37953 0.60390 -0.00114 0.002
C 2.21360 -1.39558 -1.24052 0.000
C 0.46432 -0.49625 0.02833 -0.003
C -2.25811 0.45307 -0.38765 0.806
C -1.28954 0.84342 2.24576 0.141
C 2.79877 -2.41043 -2.24447 0.000
C -3.58881 0.76151 0.11511 0.119
C -1.12474 2.22508 1.87993 0.033
N 1.12357 0.56990 0.35170 0.005
S -1.20823 -0.22325 0.91065 0.440
H 3.93967 -0.25168 -1.26390 0.000
H 0.24596 -2.19698 -1.17848 0.000
H 2.87944 1.64222 0.23713 0.000
H -2.30385 -0.10385 -1.37109 0.033
H -0.53113 0.46944 3.01372 0.020
H 3.79135 -2.54209 -1.93810 0.000
H 2.22748 -3.35735 -2.17063 0.000
H 2.75567 -1.96745 -3.21017 0.000
H -4.33569 -0.13376 0.17664 0.044
H -4.08993 1.50931 -0.53858 0.019
H -3.38924 1.27989 1.06333 0.004
H -0.87426 2.33577 0.74155 0.012
H -0.39977 2.81756 2.54074 0.004
H -2.08045 2.78660 1.99911 0.009
H -1.24301 -1.42230 1.84069 0.312
```

Density functional theory data (wB97M-V/def2-TZVPD) for a 2-piece molecular cluster, C10H15O2P overall in a non-equilibrium geometry.

Properties
* E_tot: -23993.783 eV
* E_HOMO: -9.0 eV
* net charge: 0

Geometry as XYZ:
```
28
Properties=species:S:1:pos:R:3:lowdin_charge:R:1
C 0.00653 -1.92608 2.18772 -0.027
C -0.49460 -1.28811 0.85955 -0.302
C 0.13494 0.07462 0.63016 -0.111
C -0.44122 0.69454 -0.68298 -0.537
C -1.86214 1.12807 -0.56694 -0.042
C 0.36025 2.00343 -0.92658 -0.047
C -0.24381 -0.29497 -1.85665 -0.047
C -1.01611 -1.53972 -1.54552 -0.308
O -1.94545 -1.99035 -2.20809 0.109
C -0.30624 -2.18944 -0.32764 -0.294
O 0.55129 -3.01694 -0.52425 0.117
H 0.98034 -1.41287 2.34099 0.063
H 0.37270 -2.95478 2.04024 0.085
H -0.72743 -1.69349 2.95384 0.081
H -1.57177 -1.20296 0.89533 0.137
H -0.06440 0.71800 1.48629 0.137
H 1.21250 -0.16627 0.53328 0.063
H -2.19473 1.49616 -1.51321 0.094
H -2.05327 1.86959 0.17669 0.092
H -2.46117 0.28937 -0.41371 0.063
H -0.10950 2.35773 -1.81364 0.060
H 1.43459 1.78766 -1.17576 0.089
H 0.18452 2.78953 -0.12196 0.111
H 0.84306 -0.60170 -1.84672 0.143
H -0.61068 0.03063 -2.81760 0.134
C 3.07147 -1.36467 0.28510 -0.544
P 4.08335 -0.63842 -0.62628 0.742
H 2.82777 -1.83107 1.20021 -0.061
```

Density functional theory data (wB97M-V/def2-TZVPD) for one molecule with the formula C10H15P in a non-equilibrium geometry.

Properties
* E_tot: -19900.191 eV
* E_HOMO: -8.6 eV
* net charge: 0

Geometry as XYZ:
```
26
Properties=species:S:1:pos:R:3:lowdin_charge:R:1
C 0.45722 2.11432 -0.13512 -0.095
C 0.30196 0.57160 0.23804 -0.511
C -1.07166 0.10529 -0.05620 -0.284
C -2.01264 0.17916 1.12451 0.002
C -3.37685 0.13257 0.83235 -0.098
C -3.90407 -0.20411 -0.42495 -0.095
C -3.01149 -0.41054 -1.46549 -0.082
C -1.67980 -0.00348 -1.31600 -0.065
P 1.46971 -0.48122 -0.82342 0.878
C 1.07772 -2.09989 -0.08112 -0.332
C 3.01792 -0.05465 0.15722 -0.329
H 0.86649 2.80922 0.71572 0.096
H 1.32282 2.28708 -0.93200 0.088
H -0.48995 2.50485 -0.41644 0.043
H 0.52054 0.46279 1.23169 0.060
H -1.53970 0.33219 2.05826 0.087
H -4.13525 0.18735 1.64706 0.108
H -4.92381 -0.37184 -0.57344 0.081
H -3.43690 -0.73462 -2.38328 0.091
H -0.93803 -0.09314 -2.15037 0.102
H 0.65721 -2.78266 -0.91331 0.049
H 0.16012 -2.09593 0.64356 0.072
H 1.99994 -2.52487 0.33680 0.024
H 3.33316 1.08094 -0.02281 0.066
H 3.99478 -0.57282 -0.03679 0.041
H 2.83028 0.15572 1.18538 0.005
```

Density functional theory data (wB97M-V/def2-TZVPD) for a 2-piece molecular cluster, C10H16 overall in a non-equilibrium geometry.

Properties
* E_tot: -10627.688 eV
* E_HOMO (spin up / spin down): 0.8 / -3.1 eV
* net charge: -1
* spin multiplicity: 2
* ⟨S²⟩: 0.762

Geometry as XYZ:
```
26
Properties=species:S:1:pos:R:3:lowdin_spin:R:1
C -1.51058 0.67758 -3.00717 0.006
C -1.04728 -0.07396 -1.74485 0.012
C -2.46902 1.80512 -2.60485 0.006
H -0.63731 1.13533 -3.47155 0.002
H -2.01811 -0.04583 -3.64629 0.001
H -1.89438 -0.20323 -1.07727 0.000
H -2.87948 2.34509 -3.45894 0.000
H -3.28880 1.35878 -2.03075 0.000
H -1.99421 2.46511 -1.87635 0.003
H -0.66747 -1.05471 -2.04654 0.001
H -0.19047 0.38259 -1.26733 0.005
C 2.32548 -0.24203 -0.68445 0.054
C -0.24787 -0.53828 2.81873 0.232
C 0.34681 0.67232 2.44829 0.049
C 0.11404 -1.72551 2.07061 0.130
C 0.99797 0.78553 1.22150 0.128
C 0.88264 -1.60189 0.94685 0.037
C 1.35388 -0.35224 0.43119 0.229
H -1.07371 -0.60864 3.52094 0.020
H 0.15824 1.63178 2.91746 0.001
H -0.13258 -2.69154 2.50009 0.012
H 1.27112 1.80865 0.95432 0.027
H 1.45855 -2.41591 0.49807 0.000
H 2.58605 -1.14660 -1.19320 0.000
H 3.25952 0.27413 -0.39555 0.025
H 1.92074 0.43074 -1.46930 0.019
```

Density functional theory data (wB97M-V/def2-TZVPD) for a 2-piece molecular cluster, C10H16 overall in a non-equilibrium geometry.

Properties
* E_tot: -10627.403 eV
* E_HOMO: -8.9 eV
* net charge: 0

Geometry as XYZ:
```
26
Properties=species:S:1:pos:R:3:lowdin_charge:R:1
C -0.67033 -3.04485 -1.04183 -0.098
C -0.18265 -2.87214 0.45925 -0.222
C -0.32427 -1.47348 0.99346 -0.236
C -1.63790 -1.08495 1.36655 -0.024
C -1.75808 0.27817 1.86398 -0.101
C -0.69817 1.11445 1.97531 -0.092
C 0.55088 0.83287 1.26438 -0.097
C 0.69886 -0.45159 0.88828 -0.081
H 0.03358 -2.43308 -1.51554 0.029
H -1.75810 -2.69469 -1.17815 0.094
H -0.58760 -3.95213 -1.67715 0.068
H -0.78877 -3.53338 1.08472 0.090
H 0.96827 -3.18133 0.52191 0.144
H -2.49236 -1.77033 1.20878 0.115
H -2.79735 0.48711 2.15558 0.103
H -0.97495 2.02813 2.36580 0.069
H 1.39733 1.60243 1.13343 0.128
H 1.66728 -0.61736 0.39898 0.107
C 0.91430 3.18735 -1.16068 -0.209
C 1.42498 2.01250 -1.83341 -0.212
H 0.03462 3.00809 -0.48189 0.075
H 1.50393 3.81064 -0.57723 0.044
H 0.37787 3.83572 -1.88110 0.078
H 0.80577 1.47974 -2.63174 0.096
H 1.96458 1.26695 -1.19429 0.053
H 2.32827 2.16514 -2.50739 0.078
```

Density functional theory data (wB97M-V/def2-TZVPD) for a 2-piece molecular cluster, C10H16 overall in a non-equilibrium geometry.

Properties
* E_tot: -10629.021 eV
* E_HOMO: -9.0 eV
* net charge: 0

Geometry as XYZ:
```
26
Properties=species:S:1:pos:R:3:lowdin_charge:R:1
C -3.34115 -2.94547 1.24512 -0.060
C -2.42629 -1.75442 1.02159 -0.276
C -1.68292 -1.61379 -0.15065 -0.046
C -0.80684 -0.54565 -0.22057 -0.092
C -0.51061 0.25813 0.86704 -0.085
C -1.25779 0.10563 2.03266 -0.082
C -2.13965 -0.95833 2.13202 -0.065
H -2.78644 -3.79183 1.65174 0.082
H -3.96113 -3.23335 0.39914 0.074
H -4.05424 -2.66988 2.02866 0.071
H -1.82482 -2.37679 -0.90129 0.111
H -0.32896 -0.34781 -1.17172 0.086
H 0.23677 1.03576 0.85535 0.075
H -1.08986 0.70155 2.92021 0.101
H -2.53488 -1.21856 3.10372 0.108
C 2.23955 2.66208 -0.53432 -0.112
C 2.26453 1.31071 -1.31210 -0.330
C 3.27750 1.24633 -2.45034 -0.118
H 2.35592 3.46819 -1.25590 0.066
H 3.01612 2.64745 0.23184 0.069
H 1.31399 2.69876 0.03511 0.043
H 2.46947 0.60406 -0.50044 0.098
H 1.26944 1.11906 -1.71223 0.079
H 4.31327 1.12145 -2.15853 0.071
H 2.94198 0.39667 -3.03554 0.061
H 3.04702 2.08007 -3.12056 0.072
```

Density functional theory data (wB97M-V/def2-TZVPD) for a 2-piece molecular cluster, C10H16 overall in a non-equilibrium geometry.

Properties
* E_tot: -10629.162 eV
* E_HOMO: -9.1 eV
* net charge: 0

Geometry as XYZ:
```
26
Properties=species:S:1:pos:R:3:lowdin_charge:R:1
C 2.64888 -0.20539 -0.55112 -0.049
C 1.34978 0.02027 -1.31848 -0.283
C 0.62102 -1.12547 -1.69096 -0.061
C -0.58227 -1.00639 -2.34092 -0.094
C -1.12573 0.25869 -2.54976 -0.105
C -0.40869 1.37456 -2.19217 -0.091
C 0.81318 1.27261 -1.50359 -0.053
H 2.40600 -0.45505 0.47391 0.073
H 3.17668 0.75204 -0.47346 0.072
H 3.31082 -0.86986 -1.09368 0.076
H 1.05808 -2.08284 -1.42766 0.110
H -1.08924 -1.86622 -2.75755 0.101
H -2.11010 0.34166 -2.98804 0.099
H -0.83684 2.35594 -2.33024 0.097
H 1.28298 2.17921 -1.15487 0.106
C 0.08327 0.30231 3.74343 -0.133
C -1.05826 0.16023 2.75624 -0.306
C -2.18403 -0.77648 3.28862 -0.112
H 0.77627 -0.54567 3.68658 0.072
H -0.32814 0.20844 4.74982 0.060
H 0.65418 1.22549 3.70237 0.063
H -1.46538 1.13545 2.48301 0.094
H -0.76383 -0.31562 1.82376 0.082
H -2.22831 -1.69036 2.69348 0.063
H -1.93649 -1.12125 4.28890 0.054
H -3.14978 -0.27777 3.33756 0.063
```

For each record above, in turn, the calculated M values are 181.235; 181.304; 198.202; 166.204; 136.238; 136.238; 136.238; 136.238 g/mol.